No. 1
2 unconnected molecules or ions with the total composition C10H21NO at a distorted geometry. Source: the Open Molecules 2025 dataset; level of theory: the ωB97M-V functional and the def2-TZVPD basis.

```
33
C10H21NO | the Open Molecules 2025 dataset | the ωB97M-V functional and the def2-TZVPD basis
O 0.857 -1.532 -0.796
N -3.339 -0.483 -0.978
C -3.462 0.361 1.205
C 4.382 1.131 -0.449
C 2.813 -2.007 0.536
C -4.599 -0.904 -0.384
C -2.573 1.824 -0.716
C -2.650 0.451 -0.072
C 2.086 0.341 0.302
C 2.151 -1.037 -0.420
C 3.437 0.938 0.723
C -4.487 -0.458 1.061
H 0.399 -0.797 -1.246
H -1.921 1.759 -1.599
H -4.771 -2.020 -0.463
H 3.174 1.910 1.175
H -2.730 -1.293 -1.106
H -5.188 -0.759 1.826
H -3.566 2.137 -1.051
H 2.720 -0.975 -1.386
H 3.941 1.791 -1.202
H 2.215 -2.089 1.439
H 2.842 -3.036 0.105
H 3.834 -1.770 0.843
H -3.214 0.896 2.102
H 1.580 1.046 -0.365
H 3.934 0.317 1.479
H -2.175 2.559 -0.014
H -5.408 -0.346 -0.866
H 5.351 1.558 -0.137
H -1.623 0.114 0.199
H 4.577 0.174 -0.920
H 1.412 0.196 1.173
```

The net charge is 0. Its frontier orbital gap is 0.354 Ha. The SMILES is CCC[C@@H](C)O.C[C@H]1C=CCN1. The LUMO energy comes out at 0.030 Ha. The total energy comes out at -14247.2124 eV.

No. 2
A molecular structure, C10H22AlIO4P2 at a distorted geometry. Source: the Open Molecules 2025 dataset; level of theory: the ωB97M-V functional and the def2-TZVPD basis.

```
40
C10H22AlIO4P2 | the Open Molecules 2025 dataset | the ωB97M-V functional and the def2-TZVPD basis
I 1.125 2.753 -1.001
P -2.248 0.827 -0.743
P 2.416 -0.371 0.499
Al 0.197 0.736 0.037
O -1.615 -2.723 -0.688
O 0.981 0.783 3.128
O -0.548 1.478 1.618
O -0.571 -1.487 1.687
C -0.688 -1.908 -0.748
C -2.977 0.262 -2.328
C -2.712 2.594 -0.657
C 2.548 -1.633 1.806
C -0.311 -1.166 0.544
C 3.362 -1.107 -0.889
C -0.004 -1.534 -2.017
C 3.580 0.916 1.077
C -0.138 1.209 2.836
C -3.338 0.078 0.517
H -2.419 0.714 -3.161
H -3.765 2.719 -0.949
H -4.385 0.282 0.259
H -2.916 -0.832 -2.401
H 4.564 0.450 1.231
H 3.184 1.309 2.023
H -0.059 -2.387 -2.701
H 2.171 -1.193 2.737
H 1.052 -1.267 -1.895
H 3.648 1.730 0.343
H 3.388 -0.406 -1.735
H -3.169 -1.004 0.568
H -2.062 3.170 -1.326
H 3.602 -1.919 1.924
H 1.946 -2.517 1.563
H -2.560 2.944 0.372
H 2.895 -2.049 -1.202
H 4.388 -1.302 -0.544
H -3.101 0.524 1.491
H -4.030 0.579 -2.379
H -0.906 1.444 3.606
H -0.527 -0.696 -2.501
```

The net charge is +2. Its frontier orbital gap (spin up / spin down) is 0.180 / 0.179 Ha. The LUMO energy (spin up / spin down) comes out at -0.420 / -0.421 Ha. The total energy comes out at -52176.4715 eV.

No. 3
A molecular structure, C10H22AuN2PSTe. Source: the Open Molecules 2025 dataset; level of theory: the ωB97M-V functional and the def2-TZVPD basis.

```
38
C10H22AuN2PSTe | the Open Molecules 2025 dataset | the ωB97M-V functional and the def2-TZVPD basis
Au 0.614 0.475 -0.253
Te -1.693 1.256 1.023
S -4.660 -0.023 1.274
P 0.086 -1.752 0.002
N 0.997 2.601 -0.436
N 2.970 0.454 -0.445
C 1.376 -2.808 -0.691
C -1.433 -2.256 -0.821
C -0.089 -2.250 1.726
C -5.003 -0.283 -1.243
C 1.812 3.103 0.714
C 3.603 1.246 0.646
C -3.716 0.252 -1.098
C -5.630 -0.465 -0.033
C 3.278 2.732 0.557
C -3.376 0.465 0.229
H 1.091 -3.850 -0.539
H 3.280 -0.511 -0.396
H 0.120 3.115 -0.498
H -1.347 -2.112 -1.898
H 4.686 1.119 0.608
H 3.668 3.146 -0.380
H 3.281 0.798 -1.351
H 3.823 3.233 1.358
H 0.839 -2.077 2.272
H -0.326 -3.315 1.761
H -5.469 -0.514 -2.190
H -6.628 -0.842 0.133
H 2.332 -2.637 -0.196
H -1.605 -3.315 -0.617
H -0.889 -1.688 2.205
H 1.488 -2.626 -1.760
H 3.258 0.840 1.599
H 1.408 2.673 1.633
H -2.279 -1.678 -0.448
H 1.494 2.802 -1.303
H -3.065 0.507 -1.923
H 1.706 4.185 0.782
```

The net charge is +2. Its frontier orbital gap (spin up / spin down) is 0.205 / 0.205 Ha. The LUMO energy (spin up / spin down) comes out at -0.317 / -0.317 Ha. The total energy comes out at -44802.2478 eV.

No. 4
2 unconnected molecules or ions with the total composition C10H22BN2O11P3 at a distorted geometry. Source: the Open Molecules 2025 dataset; level of theory: the ωB97M-V functional and the def2-TZVPD basis.

```
49
C10H22BN2O11P3 | the Open Molecules 2025 dataset | the ωB97M-V functional and the def2-TZVPD basis
P -0.113 -1.094 0.448
P 0.108 -5.424 -4.433
P 0.289 1.689 1.140
O -0.449 -1.365 2.135
O 0.665 -3.876 -4.622
O -1.304 -5.397 -3.837
O -0.235 0.561 -0.077
O 1.417 -1.788 -0.097
O 0.782 -5.487 -2.841
O -1.122 2.458 1.819
O 1.310 1.113 2.200
O 1.166 2.974 0.282
O -0.566 -5.362 -6.025
O -2.820 0.865 2.796
N 2.919 5.371 3.157
N -1.270 -1.919 -0.393
C 0.517 6.604 2.329
C 1.904 6.477 3.191
C 0.763 -4.341 -2.012
C -1.833 2.651 5.609
C 0.243 -4.968 -7.114
C 1.322 4.141 1.178
C -0.260 -2.807 -4.783
C 0.202 5.379 1.242
C -0.934 1.826 4.505
C 2.605 4.265 2.190
B -1.621 1.748 3.013
H -2.616 3.368 5.078
H 1.300 -4.894 -6.839
H 1.899 -2.231 0.661
H -0.688 0.720 4.875
H 1.544 -3.643 -2.324
H -0.113 -4.000 -7.474
H -0.203 -2.155 -3.907
H 3.384 3.361 2.150
H -0.757 5.382 0.541
H -0.216 7.517 2.473
H -0.213 -3.853 -2.023
H -2.553 -0.049 3.147
H 0.986 -4.653 -0.987
H -1.788 -1.210 -0.994
H -1.284 -3.147 -4.914
H 2.129 7.378 3.942
H -1.072 3.310 6.236
H -1.361 -1.775 2.264
H -2.349 1.836 6.297
H 0.118 2.360 4.385
H 0.130 -5.690 -7.921
H 0.037 -2.226 -5.662
```

The net charge is 0. Its frontier orbital gap is 0.245 Ha. The SMILES is CCB(O)O[P@](=O)(Oc1cccnc1)OP(=N)(O)O.COP(=O)(OC)OC. The LUMO energy comes out at -0.094 Ha. The total energy comes out at -64764.6697 eV.

No. 5
A molecular structure, C10H22Br4FN2O2Pt at a distorted geometry. Source: the Open Molecules 2025 dataset; level of theory: the ωB97M-V functional and the def2-TZVPD basis.

```
42
C10H22Br4FN2O2Pt | the Open Molecules 2025 dataset | the ωB97M-V functional and the def2-TZVPD basis
Pt 3.065 -2.610 4.786
Br 6.961 6.530 2.054
Br 9.544 3.981 2.218
Br 2.665 4.142 -3.869
Br 1.182 -0.264 -5.012
F 2.483 0.194 2.463
O -3.812 4.208 -2.699
O -1.222 -4.905 2.861
N -3.583 2.590 -1.041
N -3.004 -6.195 2.166
C -2.453 -5.060 2.631
C 6.649 4.534 2.085
C -2.895 2.193 0.209
C 2.264 2.157 -3.921
C 7.767 3.703 1.488
C -4.209 1.538 -1.729
C -2.242 -7.435 1.795
C -4.411 -6.296 2.244
C 1.421 1.716 -5.077
C -3.364 3.831 -1.632
H -2.618 -7.979 0.930
H 1.952 2.200 -5.897
H 1.712 1.913 -3.013
H 5.711 4.327 1.570
H 6.322 4.157 3.054
H -1.176 -7.321 1.595
H 7.829 4.064 0.462
H -4.787 -7.282 1.974
H 3.269 1.735 -3.892
H -2.209 -8.063 2.686
H -2.340 1.272 0.030
H -3.598 1.907 0.991
H -2.709 4.459 -1.008
H 7.549 2.636 1.442
H 0.456 2.223 -5.040
H -4.047 1.830 -2.766
H -2.200 2.926 0.619
H -4.973 -5.804 3.038
H -3.812 0.556 -1.473
H -4.737 -5.734 1.369
H -5.253 1.638 -1.434
H -3.149 -4.215 2.744
```

Its multiplicity is 3. The net charge is +1. Its frontier orbital gap (spin up / spin down) is 0.070 / 0.066 Ha. The LUMO energy (spin up / spin down) comes out at -0.325 / -0.328 Ha. As for the expectation value of S²: 2.03. The total energy comes out at -303918.6867 eV.

No. 6
6 unconnected molecules or ions with the total composition C10H22Br8N2O4 at a distorted geometry. Source: the Open Molecules 2025 dataset; level of theory: the ωB97M-V functional and the def2-TZVPD basis.

```
46
C10H22Br8N2O4 | the Open Molecules 2025 dataset | the ωB97M-V functional and the def2-TZVPD basis
Br 8.562 8.556 -2.233
Br 7.050 5.022 -1.802
Br 5.549 10.558 2.830
Br 5.662 9.925 -3.724
Br 4.389 8.080 -0.761
Br 7.761 7.673 3.958
Br 4.187 6.517 -5.350
Br 10.801 10.081 6.431
O 0.788 13.408 2.425
O 3.267 3.734 1.930
O 4.073 5.705 2.323
O 2.313 12.727 1.183
N 3.279 4.962 1.727
N 1.807 12.808 2.318
C 4.957 9.001 1.830
C 4.787 5.758 -3.620
C 9.495 8.464 4.482
C 8.534 10.350 -3.057
C 7.118 10.985 -2.858
C 6.359 5.702 -3.539
C 9.128 9.276 5.657
C 2.623 12.428 3.557
C 2.468 5.577 0.636
C 5.466 9.178 0.431
H 7.065 11.961 -3.340
H 6.793 5.126 -4.356
H 8.628 10.285 -4.141
H 2.093 6.507 1.063
H 6.491 8.836 0.288
H 3.696 12.476 3.372
H 2.240 12.890 4.466
H 4.370 6.311 -2.778
H 3.868 9.034 1.868
H 1.753 4.804 0.352
H 5.266 10.197 0.100
H 2.417 11.369 3.710
H 10.207 7.666 4.692
H 4.437 4.728 -3.682
H 5.355 8.111 2.317
H 3.172 5.752 -0.178
H 8.651 8.623 6.388
H 9.871 9.086 3.670
H 9.289 11.002 -2.617
H 6.787 6.694 -3.682
H 8.527 10.105 5.284
H 6.860 11.044 -1.801
```

Its multiplicity is 2. The net charge is -1. Its frontier orbital gap (spin up / spin down) is 0.086 / 0.221 Ha. The LUMO energy (spin up / spin down) comes out at 0.069 / 0.068 Ha. As for the expectation value of S²: 0.75. The total energy comes out at -582231.0803 eV.